Formula: C31H37NO3PbS3SbSe
Source: OMol25
Level of theory: the ωB97M-V functional and the def2-TZVPD basis

energy relative to the best compared isomer or geometry (same formula, charge and spin): 0.0 kcal per mole
E: -150019.8671 eV
charge: -1
HOMO: -0.17242 Eh
frontier orbital gap: 7.04 eV
F_max: 0.14 eV/Å

Element x y z (Å)
Pb  -0.4983  1.2202  0.1512
C  0.9430  0.7046  4.6862
C  1.1184  0.8196  3.1867
O  0.1433  1.2337  2.5549
C  2.4051  0.4874  2.5838
C  3.4642  0.1071  3.4339
C  4.7216  -0.1858  2.9726
C  4.9633  -0.0929  1.5925
C  3.9655  0.2676  0.7297
C  2.6401  0.5534  1.1723
O  1.7637  0.8347  0.2728
H  -0.0995  0.9090  4.9145
H  1.5792  1.4273  5.2010
H  1.2060  -0.2927  5.0374
H  3.2779  0.0397  4.4969
H  5.5082  -0.4748  3.6566
H  5.9516  -0.3104  1.2025
H  4.1428  0.3353  -0.3365
O  -1.1249  -0.9657  0.1815
C  -1.4030  -1.6544  1.3551
C  -0.0941  -2.0966  2.0083
C  0.2582  -2.4440  3.2813
C  1.5852  -2.9528  3.3722
C  2.2077  -2.9867  2.1627
S  1.1973  -2.4009  0.9183
C  -2.3131  -0.7967  2.2412
C  -3.1210  0.1921  1.7650
C  -3.9077  0.8241  2.7684
C  -3.7138  0.2740  3.9929
S  -2.5640  -0.9993  3.9341
C  -2.1775  -2.9337  1.0206
C  -2.2242  -4.1194  1.6911
C  -3.1279  -5.0495  1.1062
C  -3.7431  -4.5447  0.0023
S  -3.2292  -2.9465  -0.3317
H  -0.3951  -2.3576  4.1362
H  2.0542  -3.2554  4.2986
H  3.2243  -3.2770  1.9495
H  -3.1842  0.4631  0.7203
H  -4.5521  1.6646  2.5575
H  -4.1579  0.5564  4.9341
H  -1.6252  -4.3219  2.5676
H  -3.2986  -6.0477  1.4849
H  -4.4545  -5.0344  -0.6435
C  -0.6316  1.7796  -5.0777
C  0.2997  0.6010  -4.8029
C  1.7587  1.0410  -4.8644
Sb  -0.1950  -0.2377  -2.8635
C  -1.9982  -1.3182  -3.4165
C  -3.2469  -0.6251  -2.8839
C  -2.1424  -1.6022  -4.9079
C  1.1374  -1.9530  -2.8048
C  1.2524  -2.7487  -4.0982
C  2.5069  -1.5334  -2.2730
H  -0.4471  2.1959  -6.0742
H  -0.4721  2.5800  -4.3501
H  -1.6867  1.5042  -5.0196
H  0.1272  -0.1828  -5.5446
H  1.9872  1.7601  -4.0728
H  1.9731  1.5304  -5.8212
H  2.4488  0.2032  -4.7598
H  -1.8632  -2.2634  -2.8810
H  -3.4273  0.3237  -3.3919
H  -3.1680  -0.4011  -1.8202
H  -4.1250  -1.2642  -3.0326
H  -2.2841  -0.6795  -5.4750
H  -3.0281  -2.2234  -5.0817
H  -1.2839  -2.1231  -5.3329
H  0.6544  -2.5772  -2.0466
H  1.6162  -2.1309  -4.9244
H  0.2991  -3.1841  -4.3996
H  1.9641  -3.5732  -3.9733
H  3.0468  -0.9225  -3.0008
H  3.1259  -2.4143  -2.0666
H  2.4225  -0.9520  -1.3535
Se  -2.5112  2.9774  -2.0774
C  -3.3228  3.1722  -0.4558
N  -3.8096  3.2959  0.5912

***

Formula: C31H38AsTl
Source: OMol25
Level of theory: the ωB97M-V functional and the def2-TZVPD basis

energy relative to the best compared isomer or geometry (same formula, charge and spin): 0.0 kcal per mole
E: -98277.0258 eV
charge: +2
HOMO (alpha / beta): -0.46696 / -0.46378 Eh
frontier orbital gap (alpha / beta): 5.60 / 5.91 eV
F_max: 3.15 eV/Å

Element x y z (Å)
C  0.9847  2.4252  -1.6144
H  1.3107  2.5087  -0.5749
H  1.5609  1.8008  -2.3033
H  0.6278  0.5335  0.4129
C  0.0317  3.4031  -2.1640
H  -0.6174  2.8365  -2.8691
H  -0.5835  3.7480  -1.3085
C  0.4273  4.6889  -2.9540
H  -0.4817  5.2507  -3.2382
H  1.0450  5.3589  -2.3418
H  0.9831  4.4532  -3.8729
C  -0.5202  -2.1861  -2.4053
C  -0.9247  -1.2085  -3.3540
C  0.2505  -0.5951  -3.8720
C  1.3699  -1.2293  -3.2808
C  0.8935  -2.2147  -2.3787
C  1.7237  -3.1130  -1.5550
C  2.7846  -0.8945  -3.5359
C  0.3139  0.5288  -4.8263
C  -2.3222  -0.8735  -3.7119
C  -1.4162  -3.0145  -1.5769
Tl  -1.5544  0.9761  -1.3024
H  3.4266  -1.2015  -2.7003
H  3.1618  -1.4072  -4.4336
H  2.9248  0.1844  -3.6991
H  2.7448  -2.7352  -1.4569
H  1.3063  -3.2328  -0.5486
H  1.7897  -4.1138  -2.0024
H  -2.3684  -2.5079  -1.3722
H  -1.6543  -3.9760  -2.0578
H  -0.9474  -3.2476  -0.6121
H  -2.3919  0.1132  -4.1895
H  -2.7461  -1.5842  -4.4388
H  -2.9924  -0.9011  -2.8360
H  1.1001  1.2445  -4.5512
H  0.5490  0.1792  -5.8417
H  -0.6387  1.0654  -4.8866
C  -0.9082  4.0340  4.0532
C  0.2767  3.8997  3.3121
C  0.5263  2.7159  2.6022
C  -0.4191  1.6780  2.6496
C  -1.6279  1.8240  3.3451
C  -1.8619  3.0094  4.0547
As  0.0100  0.0155  1.7275
C  1.5006  -0.6561  2.7733
C  2.5991  -1.1730  2.0732
C  3.7722  -1.4878  2.7760
C  3.8408  -1.3607  4.1680
C  2.7038  -0.9303  4.8569
C  1.5198  -0.5953  4.1766
C  -1.5948  -1.1495  1.7660
C  -1.5505  -2.3733  2.4599
C  -2.7248  -3.1267  2.6249
C  -3.9264  -2.7019  2.0383
C  -3.9594  -1.5128  1.3044
C  -2.8189  -0.7095  1.2243
H  -1.0982  4.9494  4.6145
H  0.9996  4.7129  3.2720
H  1.4487  2.6109  2.0221
H  -2.3749  1.0236  3.3336
H  -2.8029  3.1354  4.5937
H  2.5218  -1.3373  0.9909
H  4.6495  -1.8223  2.2226
H  4.7726  -1.5906  4.7105
H  2.7329  -0.8624  5.9439
H  0.6182  -0.3214  4.7267
H  -0.6091  -2.7178  2.9047
H  -2.7017  -4.0561  3.2029
H  -4.8375  -3.2966  2.1487
H  -4.8790  -1.1764  0.8091
H  -2.9486  0.2861  0.7720

***

Formula: C31H38BF2N3O2Ru
Source: OMol25
Level of theory: the ωB97M-V functional and the def2-TZVPD basis

E: -50017.3566 eV
charge: -1
spin multiplicity: 6
HOMO (alpha / beta): -0.10649 / -0.20454 Eh
frontier orbital gap (alpha / beta): 5.70 / 6.55 eV
<S²>: 8.786
F_max: 8.42 eV/Å

Element x y z (Å)
Ru  0.0000  0.0000  0.0000
C  -1.6813  3.7779  -0.4162
C  -0.3628  3.0017  -0.5019
C  0.6815  3.5943  0.4525
C  0.1702  2.9485  -1.9415
C  0.5060  4.1558  -2.5874
C  1.0482  4.1600  -3.8648
C  1.2909  2.9522  -4.5043
C  0.9765  1.7171  -3.8951
C  1.3744  0.4302  -4.6247
C  0.6905  0.3107  -5.9916
C  2.8976  0.3272  -4.7750
C  0.3551  1.7024  -2.6116
N  0.0239  0.5622  -1.9462
C  -0.9184  -0.2467  -2.4864
O  -1.5429  -0.1634  -3.5482
C  -1.1245  -1.4831  -1.6703
C  -0.9787  -2.7351  -2.2498
C  -0.7563  -3.8194  -1.4018
C  -0.5844  -3.5838  -0.0349
C  -0.7481  -2.2865  0.4417
N  -1.1927  -1.2960  -0.3463
C  -0.1970  -1.9113  1.8014
O  -0.0888  -2.8294  2.6238
N  0.1687  -0.6093  1.9345
C  1.2516  -0.3879  2.7274
C  2.5716  -0.5739  2.2080
C  3.6888  -0.3759  3.0427
C  3.5387  0.0473  4.3557
C  2.2654  0.3001  4.8487
C  1.1127  0.1109  4.0527
C  -0.2258  0.4760  4.6977
C  -1.0431  1.5062  3.9100
C  -1.0682  -0.7463  5.0695
C  2.8039  -0.9740  0.7451
C  3.3276  -2.4096  0.6461
C  3.7397  -0.0023  0.0147
H  -2.0824  3.7358  0.6025
H  -2.4321  3.3477  -1.0893
H  -1.5589  4.8324  -0.6802
H  -0.5786  1.9966  -0.1294
H  0.9049  4.6400  0.2227
H  1.6228  3.0321  0.4014
H  0.3244  3.5515  1.4862
H  0.3520  5.1013  -2.0788
H  1.3027  5.0959  -4.3463
H  1.7487  2.9692  -5.4879
H  1.0800  -0.4492  -4.0467
H  1.0375  1.0748  -6.6946
H  -0.3962  0.4101  -5.9032
H  0.9012  -0.6671  -6.4399
H  3.3040  1.1164  -5.4162
H  3.1743  -0.6350  -5.2202
H  3.3923  0.3991  -3.7998
H  -0.9435  -2.8280  -3.3278
H  -0.5931  -4.8096  -1.8092
H  -0.2419  -4.3624  0.6361
H  4.6877  -0.5486  2.6578
H  4.4084  0.1970  4.9834
H  2.1653  0.6547  5.8692
H  0.0045  0.9744  5.6514
H  -1.4908  1.0895  3.0040
H  -0.4254  2.3642  3.6180
H  -1.8657  1.8850  4.5259
H  -1.5100  -1.2264  4.1916
H  -1.8964  -0.4515  5.7224
H  -0.4742  -1.4960  5.6031
H  1.8657  -0.9347  0.1852
H  4.3150  -2.5162  1.1081
H  3.4159  -2.7158  -0.4023
H  2.6501  -3.1119  1.1430
H  4.7612  -0.0337  0.4070
H  3.3764  1.0282  0.1002
H  3.7907  -0.2505  -1.0511
F  2.1627  2.3516  -0.6464
B  1.5206  1.6521  0.4418
F  1.8742  1.9609  1.8076
H  -1.3643  1.1493  0.3979

***

Among the records above, which one has the highest F_max? C31H38BF2N3O2Ru

***

Number 3 is which compound? C31H38BF2N3O2Ru

***

What did the first record say?
Formula: C31H37NO3PbS3SbSe
Source: OMol25
Level of theory: the ωB97M-V functional and the def2-TZVPD basis

energy relative to the best compared isomer or geometry (same formula, charge and spin): 0.0 kcal per mole
E: -150019.8671 eV
charge: -1
HOMO: -0.17242 Eh
frontier orbital gap: 7.04 eV
F_max: 0.14 eV/Å

Element x y z (Å)
Pb  -0.4983  1.2202  0.1512
C  0.9430  0.7046  4.6862
C  1.1184  0.8196  3.1867
O  0.1433  1.2337  2.5549
C  2.4051  0.4874  2.5838
C  3.4642  0.1071  3.4339
C  4.7216  -0.1858  2.9726
C  4.9633  -0.0929  1.5925
C  3.9655  0.2676  0.7297
C  2.6401  0.5534  1.1723
O  1.7637  0.8347  0.2728
H  -0.0995  0.9090  4.9145
H  1.5792  1.4273  5.2010
H  1.2060  -0.2927  5.0374
H  3.2779  0.0397  4.4969
H  5.5082  -0.4748  3.6566
H  5.9516  -0.3104  1.2025
H  4.1428  0.3353  -0.3365
O  -1.1249  -0.9657  0.1815
C  -1.4030  -1.6544  1.3551
C  -0.0941  -2.0966  2.0083
C  0.2582  -2.4440  3.2813
C  1.5852  -2.9528  3.3722
C  2.2077  -2.9867  2.1627
S  1.1973  -2.4009  0.9183
C  -2.3131  -0.7967  2.2412
C  -3.1210  0.1921  1.7650
C  -3.9077  0.8241  2.7684
C  -3.7138  0.2740  3.9929
S  -2.5640  -0.9993  3.9341
C  -2.1775  -2.9337  1.0206
C  -2.2242  -4.1194  1.6911
C  -3.1279  -5.0495  1.1062
C  -3.7431  -4.5447  0.0023
S  -3.2292  -2.9465  -0.3317
H  -0.3951  -2.3576  4.1362
H  2.0542  -3.2554  4.2986
H  3.2243  -3.2770  1.9495
H  -3.1842  0.4631  0.7203
H  -4.5521  1.6646  2.5575
H  -4.1579  0.5564  4.9341
H  -1.6252  -4.3219  2.5676
H  -3.2986  -6.0477  1.4849
H  -4.4545  -5.0344  -0.6435
C  -0.6316  1.7796  -5.0777
C  0.2997  0.6010  -4.8029
C  1.7587  1.0410  -4.8644
Sb  -0.1950  -0.2377  -2.8635
C  -1.9982  -1.3182  -3.4165
C  -3.2469  -0.6251  -2.8839
C  -2.1424  -1.6022  -4.9079
C  1.1374  -1.9530  -2.8048
C  1.2524  -2.7487  -4.0982
C  2.5069  -1.5334  -2.2730
H  -0.4471  2.1959  -6.0742
H  -0.4721  2.5800  -4.3501
H  -1.6867  1.5042  -5.0196
H  0.1272  -0.1828  -5.5446
H  1.9872  1.7601  -4.0728
H  1.9731  1.5304  -5.8212
H  2.4488  0.2032  -4.7598
H  -1.8632  -2.2634  -2.8810
H  -3.4273  0.3237  -3.3919
H  -3.1680  -0.4011  -1.8202
H  -4.1250  -1.2642  -3.0326
H  -2.2841  -0.6795  -5.4750
H  -3.0281  -2.2234  -5.0817
H  -1.2839  -2.1231  -5.3329
H  0.6544  -2.5772  -2.0466
H  1.6162  -2.1309  -4.9244
H  0.2991  -3.1841  -4.3996
H  1.9641  -3.5732  -3.9733
H  3.0468  -0.9225  -3.0008
H  3.1259  -2.4143  -2.0666
H  2.4225  -0.9520  -1.3535
Se  -2.5112  2.9774  -2.0774
C  -3.3228  3.1722  -0.4558
N  -3.8096  3.2959  0.5912

***

Which of these has the lowest F_max? C31H37NO3PbS3SbSe